1.
This record from the Open Molecules 2025 dataset describes a 8-piece molecular cluster, C24H40O24 overall. The level of theory is the ωB97M-V functional and the def2-TZVPD basis.

Output
Charge: 0
Frontier orbital gap in eV: 10.77
HOMO energy in eV: -10.717
Energy in eV: -74677.153
ΔE to the lowest compared entry with this formula, charge and spin in eV: 0.000
F_max in Eh/bohr: 0.0199

Geometry as XYZ:
```
88
Properties=species:S:1:pos:R:3:forces:R:3:lowdin_charge:R:1
C 0.3801 -0.7756 -1.2417 0.04 -0.18 -0.75 -0.1035
C -0.9363 -0.1219 -1.6596 -0.26 -0.47 -0.46 -0.0991
O -1.7306 -0.2823 -0.4782 -0.01 0.53 0.30 0.0701
C -0.9188 -0.4494 0.5846 -0.27 -0.39 -0.52 -0.5660
O -1.2780 -0.4029 1.7197 -0.10 0.06 0.33 0.1377
O 0.3208 -0.7697 0.1843 0.20 0.29 0.26 0.0634
H 1.2943 -0.2956 -1.5796 -0.08 0.20 0.10 0.0963
H 0.4305 -1.8043 -1.6065 -0.06 -0.04 0.21 0.1225
H -1.4427 -0.6516 -2.4609 0.19 -0.19 0.04 0.0914
H -0.9040 0.9133 -1.9908 0.19 0.20 0.51 0.1210
C -3.7187 -2.4901 -2.6319 0.38 -0.11 0.07 -0.1088
C -2.8599 -2.6951 -3.8840 0.06 0.21 0.36 -0.1087
O -3.2047 -1.5714 -4.6961 0.06 0.09 -0.09 0.0448
C -3.7472 -0.6005 -3.9166 -0.19 -0.58 0.06 -0.5791
O -3.9568 0.5117 -4.2599 0.05 0.22 -0.10 0.1768
O -4.0440 -1.1047 -2.6954 -0.14 0.16 -0.01 0.0523
H -3.1531 -2.6487 -1.7141 -0.04 -0.07 -0.02 0.1252
H -4.6144 -3.1110 -2.6119 -0.13 0.21 -0.09 0.1297
H -3.0683 -3.6155 -4.4184 -0.02 0.01 -0.09 0.1316
H -1.7990 -2.6175 -3.6357 0.02 -0.13 -0.15 0.1098
C -4.1340 -2.3504 4.3918 -0.10 -0.16 -0.94 -0.1221
C -2.8260 -2.8052 3.7162 0.24 0.07 0.46 -0.0950
O -1.8209 -2.4471 4.6748 -0.04 -0.01 0.08 0.0489
C -2.3846 -1.9363 5.7905 -0.03 0.34 -0.46 -0.5720
O -1.7945 -1.6074 6.7598 0.12 -0.03 0.29 0.1788
O -3.7225 -1.7794 5.6165 -0.11 -0.26 0.25 0.0569
H -4.8311 -3.1789 4.5208 0.10 0.00 0.42 0.1255
H -4.6546 -1.6037 3.7911 0.10 0.15 0.11 0.1219
H -2.6217 -2.2773 2.7884 0.05 -0.04 -0.03 0.1058
H -2.7368 -3.8831 3.5972 -0.27 0.00 -0.24 0.1269
C -3.7680 1.9480 4.0039 0.30 -0.28 -0.21 -0.1070
C -3.5378 2.3706 2.5445 -0.79 -0.14 0.38 -0.0961
O -3.5488 3.7992 2.6212 0.26 0.00 0.06 0.0477
C -3.4879 4.1969 3.9137 0.10 -0.13 -0.21 -0.5773
O -3.4505 5.3310 4.2591 0.06 0.15 0.10 0.1617
O -3.4649 3.1306 4.7402 -0.14 0.01 0.09 0.0688
H -3.0979 1.1449 4.3054 0.08 0.11 0.11 0.1249
H -4.7893 1.6303 4.2143 -0.08 0.19 -0.02 0.1278
H -4.3943 2.1000 1.9298 0.26 -0.22 -0.21 0.1307
H -2.6067 1.9734 2.1484 0.06 0.27 -0.16 0.1155
C 1.4684 -1.6159 3.2885 -0.06 -0.39 -0.19 -0.0228
O 2.8377 -1.1946 3.1810 0.09 -0.22 0.09 -0.0168
C 3.3485 -0.5430 4.2226 -0.08 -0.06 0.10 -0.6175
O 2.7812 -0.2957 5.2506 -0.09 0.11 0.04 0.1342
O 4.6110 -0.2304 3.9211 0.12 0.03 -0.34 -0.0065
C 5.2549 0.7050 4.7852 0.25 0.32 -0.37 -0.0324
H 1.2019 -2.0499 4.2506 0.28 0.36 0.20 0.0967
H 1.3759 -2.4167 2.5569 -0.09 0.21 -0.18 0.0959
H 0.8192 -0.7832 3.0371 -0.14 -0.07 0.08 0.0822
H 4.7855 0.6769 5.7623 0.22 0.11 0.12 0.0910
H 5.2079 1.7002 4.3308 -0.41 -0.03 0.18 0.0946
H 6.3186 0.4755 4.7840 -0.11 -0.40 0.30 0.0920
C 1.3638 2.7381 -2.1906 0.43 -0.50 -0.78 -0.0479
O 0.9774 4.0023 -1.7072 -0.14 0.19 0.31 0.0169
C -0.0190 4.0575 -0.8117 -0.01 0.41 -0.17 -0.5958
O -0.6377 3.1320 -0.3576 0.06 -0.22 0.05 0.1307
O -0.1955 5.3436 -0.5376 0.19 -0.02 0.00 0.0076
C -1.1206 5.6928 0.4940 -0.03 0.07 0.29 -0.0232
H 1.0295 1.9121 -1.5766 -0.13 0.09 0.27 0.0558
H 2.4515 2.7186 -2.2640 -0.02 0.10 0.18 0.0990
H 0.9919 2.5981 -3.2097 -0.18 0.03 0.12 0.1030
H -0.9413 6.7480 0.6750 -0.14 0.04 -0.09 0.0959
H -0.9205 5.1572 1.4211 0.00 -0.19 -0.13 0.0964
H -2.1476 5.5210 0.1814 0.00 -0.05 -0.02 0.1001
C 2.0934 -2.8429 -4.0972 0.47 -0.29 0.85 -0.0441
O 1.6523 -2.3627 -5.3555 0.01 0.09 -0.24 0.0229
C 0.7679 -1.3648 -5.3029 0.07 -0.33 0.07 -0.6028
O 0.2374 -0.9557 -4.2985 -0.05 0.07 0.21 0.1124
O 0.5561 -0.9268 -6.5267 0.14 0.10 -0.30 0.0263
C -0.4479 0.0865 -6.6542 -0.49 0.07 0.42 -0.0127
H 2.6420 -2.0783 -3.5422 -0.26 0.12 -0.04 0.0739
H 2.7850 -3.6706 -4.2488 -0.11 0.05 -0.47 0.0970
H 1.2760 -3.2274 -3.4853 -0.14 0.19 -0.10 0.0890
H -0.3823 0.4779 -7.6610 0.08 -0.09 -0.08 0.0965
H -0.3096 0.8813 -5.9220 0.19 -0.02 -0.07 0.0951
H -1.4289 -0.3523 -6.4629 0.03 0.03 -0.14 0.0928
C 5.9967 -1.8428 -2.5729 -0.39 -0.50 -0.48 -0.0328
O 5.7916 -1.2442 -1.3037 0.21 0.00 0.19 0.0197
C 4.6450 -0.5947 -1.1318 -0.14 0.10 0.20 -0.5967
O 3.6831 -0.6412 -1.8641 0.03 -0.01 -0.04 0.0957
O 4.7398 0.1109 -0.0143 0.07 -0.23 -0.11 0.0274
C 3.5305 0.7120 0.4604 0.35 0.49 0.60 -0.0048
H 5.0651 -2.2458 -2.9750 -0.02 0.31 -0.01 0.0769
H 6.6555 -2.7006 -2.4676 0.28 0.26 0.30 0.0961
H 6.4189 -1.1044 -3.2509 0.02 -0.07 -0.10 0.1029
H 2.9602 -0.0079 1.0436 -0.21 -0.09 -0.38 0.0867
H 2.9934 1.1914 -0.3513 -0.21 -0.22 -0.02 0.0713
H 3.8595 1.4803 1.1625 0.02 -0.04 -0.13 0.1030
```
Positions in Å, forces in eV/Å.

2.
This record from the Open Molecules 2025 dataset describes C24H41AlBBeF3N2O24PS as an isolated structure. The level of theory is the ωB97M-V functional and the def2-TZVPD basis.

Output
Charge: +3
Frontier orbital gap in eV: 0.87
HOMO energy in eV: -13.837
Energy in eV: -113584.872
F_max in Eh/bohr: 0.1172

Geometry as XYZ:
```
99
Properties=species:S:1:pos:R:3:forces:R:3:lowdin_charge:R:1
C -1.4445 -0.1871 -2.2843 -0.26 -0.70 0.62 -0.0014
C -0.3093 -1.0219 -1.5654 0.16 -1.04 0.59 -0.2758
C 1.1922 -0.7386 -1.8749 -0.52 1.06 0.03 0.0150
N -0.7327 -1.9176 -0.7145 -0.09 2.59 -1.75 0.0520
O 0.3672 -2.5133 -0.0890 -0.49 0.74 3.03 -0.2235
P 0.5167 -2.1002 1.5451 5.78 -1.46 0.89 0.6357
O 1.6668 -2.9311 2.0713 -3.22 1.31 -1.14 -0.2697
O -0.8449 -2.6325 2.4844 0.33 3.46 -2.41 -0.3386
O 0.8995 -0.5100 1.8191 -2.91 -2.93 -1.06 -0.1505
C -0.2200 0.4036 1.6474 -0.72 2.70 -0.10 -0.1956
C 0.3973 1.7804 1.1415 1.09 -0.61 0.15 -0.1809
O 1.5088 2.0459 2.0128 -0.92 -0.14 -0.62 -0.0669
H -2.1668 -0.9272 -2.7873 0.83 0.38 -0.10 0.1028
H -1.0586 0.5763 -2.9998 -0.54 -0.65 0.41 0.1352
H -2.0084 0.3722 -1.4439 0.71 -0.01 -0.33 0.0635
H 1.6388 -1.5090 -2.5566 -0.65 0.66 0.48 0.1123
H 1.2359 0.2947 -2.3200 0.17 -1.16 0.10 0.1022
H 1.8341 -0.6927 -0.9549 -0.86 -0.25 -0.68 0.0974
H -1.4391 -1.8760 2.6986 -0.16 -0.46 0.08 0.1179
H -0.7395 0.6590 2.6145 0.84 -0.66 -0.57 0.1464
H -1.0178 0.0407 0.9485 0.79 0.04 0.37 0.0934
H 0.8399 1.6866 0.1116 -0.89 -0.05 0.63 0.1249
H -0.3485 2.6146 1.1787 0.45 -0.81 -0.02 0.1409
H 2.2986 2.1814 1.4612 -0.06 0.29 0.19 0.0538
Be -3.6236 -0.1017 -1.9757 -1.94 0.32 -0.58 1.0279
C 1.2159 -5.8950 -5.6230 -0.11 -0.24 -0.52 -0.0209
O 1.1659 -4.9994 -4.5035 0.12 0.19 0.31 -0.0138
C 1.6034 -5.5299 -3.3578 -0.32 0.05 -0.31 -0.6341
O 2.0182 -6.6442 -3.2096 0.22 0.10 0.11 0.1481
O 1.4962 -4.5944 -2.3975 -0.01 0.21 -0.04 -0.0300
C 1.9353 -5.0301 -1.1071 0.17 -0.18 0.38 -0.0302
H 0.8388 -5.3574 -6.4908 0.00 0.16 0.21 0.1018
H 2.2422 -6.2042 -5.8247 -0.09 -0.11 0.12 0.0942
H 0.5815 -6.7638 -5.4495 0.19 0.00 0.08 0.1090
H 2.9930 -5.2945 -1.1307 -0.12 -0.17 -0.01 0.1029
H 1.3373 -5.8728 -0.7585 0.16 -0.08 -0.14 0.1115
H 1.8027 -4.2051 -0.4153 0.04 0.03 -0.23 0.0537
C 3.1359 4.5211 3.4073 -0.40 -0.51 -0.24 -0.0904
C 3.2406 5.5036 4.5375 0.40 0.08 0.33 -0.2984
O 4.2224 6.4102 4.0790 -0.59 -0.27 -0.13 0.1435
C 4.1304 6.4040 2.7174 0.56 0.73 -0.78 -0.5346
O 4.6069 7.2247 2.0113 -0.09 -0.30 0.18 0.2056
O 3.4132 5.3339 2.2732 -0.01 0.15 0.42 0.0635
F 3.6971 4.9081 5.6746 -0.20 0.01 -0.06 0.0545
H 3.8812 3.7252 3.4749 0.05 0.14 0.21 0.1323
H 2.1474 4.0707 3.3344 0.04 0.13 -0.16 0.1223
H 2.3148 6.0430 4.7529 0.08 -0.06 0.20 0.1803
C -6.7982 2.2877 -2.0652 0.24 1.06 0.50 -0.0785
O -6.0904 1.0623 -2.3139 1.45 -0.79 0.10 -0.1559
H -6.1233 2.9927 -1.5821 0.06 -0.14 0.11 0.0933
H -7.1439 2.7086 -3.0096 0.47 -0.04 0.61 0.0882
H -7.6474 2.0942 -1.4092 0.06 -0.03 0.00 0.1129
H -6.7094 0.4428 -2.7472 -0.07 -0.59 -0.61 0.0467
O 4.2360 2.6794 1.1401 -0.25 -0.60 0.05 -0.0327
H 4.9912 2.7520 0.5442 -0.07 0.21 -0.04 0.0732
H 4.3851 1.8471 1.6066 0.27 0.09 0.06 0.0582
B -9.4714 2.7532 -4.8794 -1.40 3.48 -0.40 -1.0045
O -8.3821 1.9949 -4.2110 -0.46 -1.81 -0.92 0.2030
C -8.5114 0.7359 -4.5417 1.71 1.52 1.50 -0.3306
O -7.7795 -0.1419 -4.1620 0.54 -0.60 0.53 0.1840
C -9.6913 0.5744 -5.4487 -3.10 -0.27 -2.37 -0.3606
O -10.0719 -0.4572 -5.9247 0.65 -0.10 0.45 0.2425
O -10.2477 1.7481 -5.6436 1.07 -0.86 0.63 0.2916
F -8.9240 3.7095 -5.7467 -0.10 -0.97 0.66 0.1580
F -10.2835 3.3694 -3.9175 0.77 -0.75 -0.49 0.1599
C 5.7984 -5.4301 -3.7908 2.23 -2.20 1.27 0.0823
C 5.0436 -4.2313 -4.4986 -2.69 1.95 -1.17 -0.2845
O 5.9271 -3.3145 -4.6940 -0.30 -1.20 0.42 0.2504
H 6.2186 -5.1282 -2.8313 -0.14 0.45 -0.23 0.1082
H 5.0788 -6.2351 -3.6100 -0.60 0.50 -0.39 0.1149
H 6.6002 -5.8268 -4.4141 -0.15 0.38 -0.19 0.1134
H 4.1825 -3.9986 -3.8476 0.60 0.40 0.84 0.1309
H 4.5564 -4.6831 -5.3839 1.09 -0.41 -0.59 0.1618
C 4.8267 4.5017 8.5292 0.01 -0.02 0.05 -0.0614
C 4.9532 4.3244 9.9000 -0.07 0.01 -0.39 -0.0229
C 5.8828 5.0827 10.6242 0.14 0.10 0.20 0.0484
C 6.6695 6.0128 9.9574 -0.54 -0.42 -0.42 -0.1256
C 6.5562 6.1922 8.5875 0.19 0.17 0.08 0.0504
C 5.6260 5.4282 7.8686 -0.13 -0.22 0.19 -0.0222
N 7.6239 6.8238 10.7142 0.46 0.37 0.39 -0.3519
O 7.7071 6.6242 11.9071 -0.17 -0.17 -0.05 0.1076
O 8.2696 7.6471 10.1026 -0.10 -0.08 -0.20 0.1064
H 4.1033 3.9182 7.9731 0.05 0.05 0.03 0.1010
H 4.3308 3.6014 10.4123 0.08 0.07 0.03 0.1178
H 5.9737 4.9368 11.6933 0.13 0.16 -0.07 0.1321
H 7.1718 6.9134 8.0648 0.03 0.00 0.21 0.1319
H 5.5285 5.5633 6.8008 0.09 0.06 0.10 0.0975
C -6.4004 -5.5291 -4.2008 -0.49 -0.32 -0.59 -0.1462
C -6.1632 -4.4440 -5.2360 0.54 -0.36 -0.10 -0.1534
O -6.7359 -3.2628 -4.6651 -0.03 -0.01 1.02 -0.1798
S -6.5792 -3.3192 -3.0618 -1.67 -1.03 -1.13 0.6210
O -5.4358 -2.5284 -2.7042 0.62 0.39 0.51 -0.3211
O -7.8549 -3.1034 -2.4707 1.10 0.35 -0.03 -0.1822
O -6.2063 -4.8838 -2.9338 0.48 1.19 0.10 -0.1832
H -7.4271 -5.8987 -4.2417 0.05 0.02 0.01 0.1449
H -5.7109 -6.3640 -4.3121 0.05 0.12 0.25 0.1408
H -6.6284 -4.6718 -6.1927 -0.16 0.23 0.11 0.1481
H -5.0944 -4.2654 -5.3851 -0.03 -0.06 -0.05 0.1296
Al -0.6485 -4.1962 3.4966 0.45 -1.95 1.27 0.9576
```
Positions in Å, forces in eV/Å.

3.
This record from the Open Molecules 2025 dataset describes a 12-piece molecular cluster, C24H41BrCl22F3NO9P2S overall. The level of theory is the ωB97M-V functional and the def2-TZVPD basis.

Output
Charge: 0
Frontier orbital gap in eV: 9.38
HOMO energy in eV: -9.488
Energy in eV: -428575.450
F_max in Eh/bohr: 0.0541

Geometry as XYZ:
```
104
Properties=species:S:1:pos:R:3:forces:R:3:lowdin_charge:R:1
C -0.8672 -1.3913 2.3573 -0.44 -0.41 -0.20 0.0177
C -1.8988 -0.2906 2.0682 0.64 -0.87 -0.72 -0.5038
O -1.8718 0.6803 2.7185 -0.21 1.87 1.62 0.1639
O -2.8528 -0.3621 1.0590 0.62 -0.29 -0.37 0.0065
C -2.3013 -0.4461 -0.2512 -0.18 -0.98 -0.19 -0.0795
C -1.9531 0.9371 -0.8767 0.37 0.69 -0.11 -0.2723
C -3.2807 1.6520 -1.2216 -0.89 0.34 -0.20 -0.5426
F -4.0403 1.8789 -0.1477 0.32 -0.16 0.22 0.1772
F -3.1006 2.8520 -1.8020 0.42 -0.12 -0.11 0.1521
F -4.0572 0.9439 -2.0733 0.34 -0.27 0.01 0.1307
O -1.3581 1.8728 0.0060 0.73 -1.72 0.67 -0.0386
C 0.0621 1.9639 -0.1496 0.71 0.88 -0.94 -0.2032
N 0.2684 3.4420 -0.3202 1.11 -2.26 -0.28 0.1391
C -0.5197 4.0731 0.3283 -1.23 2.38 0.75 -0.7599
S -1.5565 4.9881 1.0608 0.68 -0.50 -0.35 0.7260
C 0.5260 1.1063 -1.4028 -2.47 -0.50 -0.21 -0.3154
C 1.4411 1.8172 -2.4207 1.09 0.58 -0.22 -0.1328
C 2.7576 2.4465 -1.8214 -0.51 -0.57 0.35 -0.2898
C 3.0671 3.9141 -2.2258 -0.06 -0.95 0.64 -0.5609
Br 5.0006 3.9848 -2.6930 -0.67 0.38 0.07 0.5821
C 0.9074 -0.3386 -0.9050 0.99 1.37 -0.22 -0.1205
P 2.6959 -0.7680 -0.9012 0.04 -2.25 1.35 0.5142
O 2.7941 -2.1475 -0.4067 -0.19 -0.33 0.00 -0.2900
O 3.3877 -0.7085 -2.3820 -0.21 1.36 1.51 -0.1191
O 3.4533 0.1861 0.2170 -0.25 -0.08 -2.31 -0.1659
C -0.9237 0.9804 -2.0499 -0.46 -0.18 -0.54 -0.1669
P -1.1429 -0.1352 -3.4932 0.44 0.03 -1.82 0.5236
O -0.0040 -0.1251 -4.4118 0.65 0.20 0.47 -0.2480
O -2.4331 0.4450 -4.3401 0.41 -0.47 1.60 -0.1352
O -1.4966 -1.6671 -3.0688 -1.00 1.51 -0.19 -0.1172
H -1.0590 -2.3553 1.8592 0.20 0.44 0.05 0.0923
H 0.1475 -1.0091 2.1448 -0.50 -0.23 -0.08 0.0858
H -0.8902 -1.5555 3.4483 -0.12 0.11 -0.50 0.0639
H -1.4553 -1.1561 -0.2290 -0.17 0.53 -0.23 0.1196
H -3.0747 -0.9239 -0.8832 0.41 0.28 0.27 0.1449
H 0.6453 1.6220 0.7250 -0.63 0.28 0.00 0.1677
H 1.7649 1.1221 -3.2160 -0.54 0.11 0.43 0.1082
H 0.9091 2.6294 -2.9552 -0.10 -0.46 0.50 0.1211
H 2.6764 2.3859 -0.7206 0.35 0.19 -0.47 0.0957
H 3.5829 1.7846 -2.1371 -0.26 0.53 0.23 0.0421
H 2.9337 4.5665 -1.3331 -0.04 -0.48 -1.28 -0.0463
H 2.4643 4.2112 -3.0938 0.48 0.17 0.27 0.0661
H 0.5903 -0.4205 0.1517 0.47 -0.17 -0.44 0.0787
H 0.3868 -1.1525 -1.4374 0.50 0.36 -0.03 0.0965
H 4.2817 -0.3332 -2.2781 -0.13 -0.18 -0.57 0.0417
H 4.2922 0.4678 -0.1954 -0.11 0.47 0.72 -0.0044
H -1.0232 1.9797 -2.5292 -0.38 -0.51 0.20 0.1379
H -2.4157 1.4149 -4.2827 -0.21 -0.28 -0.25 0.0802
H -2.0600 -2.0053 -3.7921 0.21 -0.30 0.38 0.0959
C -5.9246 4.6123 0.7208 -0.05 -0.12 0.00 -1.0121
Cl -4.6214 5.3575 1.6539 -0.29 0.01 0.14 0.4844
Cl -6.9568 5.8304 -0.0382 -0.04 -0.05 -0.03 0.5117
H -5.4876 3.9910 -0.0529 0.06 0.12 0.00 0.0064
H -6.5292 4.0058 1.3872 0.02 0.12 0.03 0.0307
C 3.2063 6.6203 1.5623 0.11 0.14 0.17 -0.9859
Cl 1.4468 6.5343 1.5552 0.00 -0.01 0.06 0.5287
Cl 3.8921 6.1004 0.0164 0.29 0.31 0.35 0.5701
H 3.5063 7.6464 1.7490 -0.03 -0.03 -0.11 0.0279
H 3.5860 5.9740 2.3471 -0.04 -0.06 -0.10 0.0287
C -6.7340 -1.5705 -3.5893 -0.09 0.09 -0.01 -1.0135
Cl -7.5343 -1.9992 -2.0725 0.00 0.06 0.01 0.5085
Cl -5.9424 -2.9734 -4.3195 0.08 0.00 -0.07 0.5050
H -7.4754 -1.1875 -4.2828 -0.01 -0.13 0.04 0.0292
H -5.9872 -0.8133 -3.3889 0.10 -0.03 0.08 0.0093
C 6.4914 0.7766 2.2007 -0.04 -0.13 0.04 -1.0075
Cl 5.9075 2.1742 1.2857 -0.22 0.19 0.28 0.4976
Cl 8.2561 0.6858 2.1814 -0.01 -0.05 0.02 0.5125
H 6.1555 0.8652 3.2284 0.06 0.08 -0.05 0.0303
H 6.0887 -0.1288 1.7562 0.06 0.05 -0.04 0.0124
C -6.5441 -6.0532 -1.7466 -0.09 0.10 -0.12 -1.0298
Cl -5.8162 -6.3578 -0.1615 0.06 0.07 0.01 0.5273
Cl -6.8583 -7.5638 -2.6058 -0.03 0.05 -0.05 0.5113
H -7.4822 -5.5258 -1.6077 0.03 -0.09 0.06 0.0208
H -5.8639 -5.4483 -2.3369 0.04 -0.09 0.07 -0.0010
C -6.9406 -5.1147 3.2390 -0.07 -0.06 -0.16 -1.0262
Cl -7.3210 -3.3899 3.2069 -0.02 -0.05 -0.06 0.5079
Cl -5.7256 -5.4940 4.4688 -0.02 -0.10 0.01 0.5199
H -7.8457 -5.6702 3.4616 0.05 0.08 0.11 0.0287
H -6.5532 -5.4112 2.2693 0.03 0.13 0.10 -0.0443
C 8.3289 1.5023 -1.9909 0.25 0.18 -0.15 -0.9832
Cl 8.6192 3.0350 -1.1674 0.03 -0.05 -0.07 0.5109
Cl 6.8150 0.7545 -1.4563 -0.03 -0.43 -0.23 0.4981
H 8.2694 1.6826 -3.0592 -0.14 0.03 0.07 0.0312
H 9.1470 0.8240 -1.7722 -0.12 -0.01 0.13 0.0321
C 5.3239 -4.2944 0.9358 -0.21 0.09 -0.18 -1.0213
Cl 5.1917 -3.6220 2.5636 -0.03 0.03 0.01 0.5023
Cl 6.9987 -4.7155 0.5418 0.03 -0.03 -0.05 0.5107
H 4.7138 -5.1893 0.8758 0.10 0.00 0.09 0.0295
H 4.9680 -3.5561 0.2231 0.00 0.02 0.09 0.0019
C 6.7900 -6.8984 -2.7664 -0.04 0.08 0.11 -1.0389
Cl 7.5267 -6.2584 -4.2406 -0.04 0.08 0.01 0.4957
Cl 7.2598 -8.5798 -2.4887 -0.05 0.00 0.07 0.4968
H 7.1157 -6.2985 -1.9219 0.07 -0.07 -0.08 -0.0232
H 5.7103 -6.8470 -2.8627 0.06 -0.07 -0.10 0.0257
C -2.3838 -4.7788 6.2215 -0.11 -0.12 0.03 -1.0285
Cl -2.5478 -3.8602 7.7209 -0.06 -0.06 0.02 0.5080
Cl -1.2838 -3.9757 5.0935 0.01 -0.09 -0.09 0.5144
H -1.9925 -5.7637 6.4543 0.11 0.11 0.02 0.0282
H -3.3584 -4.8723 5.7533 0.07 0.17 0.01 -0.0358
C -2.7658 6.3278 5.1583 -0.08 -0.11 -0.03 -1.0271
Cl -2.8324 7.3471 6.6010 -0.05 -0.05 0.03 0.5045
Cl -1.6269 6.9652 3.9656 -0.03 -0.01 0.01 0.4795
H -2.4479 5.3313 5.4472 0.08 0.09 0.01 0.0296
H -3.7541 6.2872 4.7115 0.05 0.11 0.01 0.0104
```
Positions in Å, forces in eV/Å.